(1)
C21H21N3S5Zn as an isolated structure at a distorted geometry, computed with ωB97M-V/def2-TZVPD.

Results
M, g mol⁻¹: 541.15
LUMO, eV: 0.421

Structure (XYZ):
```
51
Properties=species:S:1:pos:R:3:forces:R:3
Zn 11.04591 12.72534 10.94393 -0.5 0.3 -0.1
S 11.06006 12.51598 13.37400 0.1 -0.2 -0.3
C 12.78867 12.34327 13.62767 -0.3 0.0 0.9
C 13.20119 11.91258 14.92606 0.6 -0.2 -0.5
C 14.55320 11.86669 15.27929 -0.8 0.1 -0.1
C 15.51914 12.33407 14.39350 0.2 0.6 -0.8
C 15.12682 12.76905 13.12521 -0.7 -0.2 0.1
C 13.77245 12.70572 12.70230 1.2 0.0 0.6
S 13.43944 13.27015 11.04412 0.2 0.2 0.6
C 13.42511 15.07706 11.40568 1.0 -0.3 -0.1
C 12.13658 15.77018 11.13543 -1.2 0.7 -0.6
C 12.18429 17.13032 10.73691 0.0 -0.8 0.3
C 11.00669 17.85656 10.63234 -0.3 -0.4 0.1
C 9.81746 17.14684 10.80008 -0.3 -1.0 0.0
C 9.81893 15.76244 11.10089 1.7 0.7 -0.2
C 8.53884 15.01537 11.30226 -0.8 0.2 0.3
S 8.52103 13.25883 10.88924 0.2 -0.3 0.6
C 8.17865 13.17274 9.17486 -0.5 0.2 -0.6
C 6.81831 13.01235 8.83538 0.7 -0.1 -1.1
C 6.46394 12.86357 7.50170 -0.4 0.1 -0.4
C 7.44515 12.94180 6.47571 -0.7 -0.3 0.4
C 8.77262 13.07545 6.82212 0.2 0.3 0.1
C 9.18688 13.19535 8.18225 -0.7 -0.4 -0.2
S 10.87481 13.25190 8.50756 0.6 0.4 0.3
N 10.98235 15.08458 11.28910 0.0 1.6 -0.3
H 12.43860 11.57587 15.63692 0.3 0.3 -0.3
H 14.81718 11.50893 16.27103 0.1 0.1 -0.1
H 16.57245 12.45229 14.65556 -0.4 -0.3 0.1
H 15.83214 13.24923 12.44668 0.0 -0.4 0.1
H 14.25672 15.50719 10.80372 -0.7 -0.1 0.4
H 13.69465 15.17418 12.47443 -0.1 -0.1 -0.5
H 13.15088 17.54821 10.47313 -0.1 0.1 0.3
H 11.00345 18.94040 10.44846 0.0 -0.7 -0.2
H 8.84049 17.58002 10.62354 0.1 0.3 0.2
H 7.70034 15.49812 10.76683 0.4 -0.1 0.2
H 8.27495 15.03107 12.38437 0.2 0.0 -0.6
H 6.04722 12.99412 9.58628 0.0 -0.1 0.3
H 5.39820 12.68839 7.26755 0.7 0.2 0.0
H 7.13952 12.84203 5.41584 0.3 0.1 0.8
H 9.55713 13.10199 6.05199 -0.4 0.0 0.4
C 10.22799 7.72160 9.53019 -0.1 -0.4 -1.4
N 10.79339 7.99162 10.81533 0.7 -0.3 1.4
C 11.07407 9.24055 11.25211 -1.2 0.1 -0.6
N 11.41863 9.45699 12.52496 0.2 0.3 -0.3
S 10.77500 10.49181 10.07280 0.7 -0.5 1.0
H 9.68401 6.76598 9.55532 0.4 0.2 0.0
H 10.99234 7.71842 8.72073 -0.4 -0.1 0.5
H 9.50333 8.48662 9.25500 0.0 0.0 0.2
H 11.01806 7.17966 11.40245 -0.2 0.8 -0.3
H 11.51417 8.71923 13.21157 -0.1 0.1 -0.3
H 11.38102 10.43851 12.87166 0.0 -0.6 -0.2
```
Positions in Å, forces in eV/Å.

***

(2)
One molecule with the formula C21H21N5O5S2 at a distorted geometry, computed with ωB97M-V/def2-TZVPD.

Results
M, g mol⁻¹: 487.56
LUMO, eV: -1.407

Structure (XYZ):
```
54
Properties=species:S:1:pos:R:3:forces:R:3
O -1.75071 -0.61904 2.37887 -1.1 1.1 1.1
C -2.21100 -0.72697 1.26695 0.0 -1.1 -3.5
N -1.68620 -1.65790 0.45986 4.5 -3.1 -2.1
C -1.86522 -1.91474 -0.99549 -1.8 -3.2 0.9
C -0.65779 -2.39714 -1.92777 0.0 -6.0 0.9
O -0.86508 -3.08526 -2.93895 -0.1 3.3 1.9
N 0.72349 -2.62410 -1.28775 -8.1 2.3 -10.1
C 0.75447 -2.31242 -0.09936 2.9 0.8 8.2
O 1.89516 -2.26675 0.32079 1.8 1.0 2.9
C -0.38834 -2.39959 0.91736 -5.0 -3.6 -7.8
H -0.32453 -2.17642 1.84451 1.9 1.8 6.1
H -0.75163 -3.55575 0.86376 1.1 2.4 0.2
C 1.74876 -2.58321 -2.32479 -5.3 -13.9 5.8
H 1.32485 -3.70547 -2.80143 1.9 2.8 0.5
H 2.49621 -2.83515 -1.75194 4.8 -1.5 2.5
C 1.92753 -1.68397 -3.18499 -6.1 13.6 -1.8
C 2.29786 -0.22853 -2.43368 -5.4 -6.4 -5.8
C 1.37574 0.74709 -2.55443 -2.0 7.0 1.5
C 1.43429 2.04085 -1.90244 6.6 -8.4 0.4
C 2.74504 1.97351 -1.11926 -7.3 9.2 -1.7
C 3.58901 1.04147 -1.17736 7.0 -8.7 3.6
C 3.31322 -0.38822 -1.72255 0.3 12.1 3.6
H 3.90962 -1.09902 -1.63726 5.1 -6.2 0.9
H 4.53588 0.91122 -0.42224 -2.0 1.3 -2.0
H 2.73742 3.09064 -0.83356 1.8 -2.0 0.9
H 0.84893 2.86233 -1.94677 -2.0 2.2 -0.2
H 0.53772 0.81218 -3.14798 -1.7 -1.5 -1.8
H 2.49590 -1.86285 -3.88295 6.9 -2.1 -6.5
H 1.03108 -1.55343 -3.80758 -0.4 0.5 0.3
H -2.00900 -1.02836 -1.44390 -1.4 3.4 -1.6
H -2.87652 -2.62480 -1.15154 3.1 1.6 0.0
C -3.46290 -0.11783 0.54193 0.1 -1.7 13.3
C -3.68889 1.16267 1.33405 -0.4 2.3 -4.1
N -2.86269 2.27084 0.50494 -1.3 -15.5 -3.8
S -1.37092 2.04549 -0.09092 -3.6 -14.2 7.4
O -1.27871 3.24083 -0.51965 4.9 18.3 -6.1
O -1.50359 1.06545 -1.09922 0.9 -2.7 -0.8
C -0.25265 1.45279 1.44402 -7.7 8.4 -1.5
C 0.69356 0.74335 1.05274 5.3 -5.2 -0.2
C 1.58674 0.27879 2.06225 0.4 4.3 5.7
C 1.60035 0.98566 3.50374 0.7 -6.0 -9.6
C 0.49475 1.61279 3.63909 -7.6 9.7 1.9
N 0.20066 2.44111 4.66878 -0.1 -0.2 2.0
S -1.05039 3.39064 4.47606 -0.9 0.1 0.2
N -1.50094 2.99258 2.81145 -1.9 4.1 4.4
C -0.49294 2.34101 2.63284 6.2 -11.4 -6.1
H 2.27161 0.84020 4.22575 2.7 -0.7 2.5
H 2.52667 -0.10490 1.98531 2.0 -1.8 -1.4
H 0.70971 0.38486 0.02688 0.4 -0.1 0.2
H -3.02603 2.97349 0.91898 -1.9 12.7 6.8
H -3.35068 1.15690 2.31793 0.6 -0.3 1.7
H -4.77583 1.46406 1.29418 1.2 0.0 0.0
H -3.61915 0.07047 -0.35921 -0.6 0.7 -8.0
H -4.18388 -0.84144 1.07189 0.3 0.7 -1.5
```
Positions in Å, forces in eV/Å.

***

(3)
One molecule with the formula C21H21NO4 at a distorted geometry, computed with ωB97M-V/def2-TZVPD.

Results
M, g mol⁻¹: 351.40
LUMO, eV: -0.224
SMILES: O=c1cc(CN2CCC3(CC2)OCCO3)c2c(ccc3ccccc32)o1

Structure (XYZ):
```
47
Properties=species:S:1:pos:R:3:forces:R:3
O -0.11279 -4.62346 0.33095 0.2 0.4 0.0
C 0.34362 -3.51599 0.19479 -0.2 -0.6 -0.1
C 0.39478 -2.75638 -1.03158 0.4 0.5 -0.3
C 1.00783 -1.54666 -1.13651 -0.3 -0.8 0.0
C 0.60630 -0.66403 -2.29555 -0.1 0.2 -0.2
N -0.59606 0.08993 -1.98069 0.0 -0.1 -0.1
C -0.45904 1.14575 -0.98988 -0.1 0.3 0.2
C -1.14960 0.82402 0.33263 -0.2 0.0 -0.1
C -2.66086 0.61900 0.12590 0.4 0.0 -0.4
C -2.94126 0.17126 -1.32074 0.1 0.0 0.3
C -1.80423 -0.69751 -1.83631 -0.2 -0.1 -0.1
O -3.39235 1.81355 0.37567 0.0 -0.1 -0.3
C -4.20080 1.61965 1.51496 0.0 -0.2 0.4
C -4.33818 0.09712 1.58298 -0.3 0.3 -0.1
O -3.10452 -0.34214 1.06589 0.3 0.0 0.1
C 1.74792 -1.06360 0.00953 -0.1 -0.4 0.7
C 1.47985 -1.69922 1.22243 0.5 0.7 -0.6
C 1.88895 -1.14015 2.45192 0.0 0.1 0.1
C 2.60237 0.01707 2.46745 -0.2 -0.3 0.0
C 3.06029 0.59703 1.26045 -0.1 0.0 -0.3
C 3.92953 1.70441 1.27917 0.1 0.1 -0.1
C 4.48251 2.18483 0.12368 0.0 0.1 0.2
C 4.21980 1.53572 -1.08716 -0.1 -0.1 -0.1
C 3.34975 0.47778 -1.13811 0.1 0.1 -0.2
C 2.68994 0.01755 0.01805 0.0 0.0 0.4
O 0.78972 -2.85179 1.31247 -0.1 -0.1 0.2
H -0.13043 -3.19344 -1.86670 -0.1 0.0 0.0
H 0.38009 -1.28761 -3.16479 0.1 0.0 0.0
H 1.36059 0.06583 -2.57655 0.0 -0.2 0.0
H -0.90925 2.05804 -1.40098 0.1 0.1 0.1
H 0.59849 1.34847 -0.81431 -0.1 0.1 -0.1
H -0.99578 1.63617 1.04345 0.0 0.0 0.1
H -0.74995 -0.09269 0.76716 0.1 0.0 0.0
H -3.05554 1.06075 -1.93937 0.0 0.0 -0.1
H -3.87529 -0.39084 -1.34077 -0.1 0.1 0.0
H -2.05695 -1.10403 -2.82182 0.0 -0.1 0.1
H -1.68172 -1.54504 -1.14011 -0.1 0.1 -0.1
H -5.14575 2.14199 1.36410 0.0 0.0 0.1
H -3.69702 2.00918 2.40997 -0.1 0.0 -0.1
H -4.44518 -0.29587 2.59295 -0.1 0.0 0.0
H -5.17040 -0.25029 0.95534 0.0 0.0 0.1
H 1.59560 -1.64926 3.35587 0.0 0.0 0.1
H 2.87785 0.47984 3.40318 0.0 0.0 0.1
H 4.17465 2.14968 2.23243 0.0 0.1 0.1
H 5.15099 3.03211 0.14487 0.1 0.1 0.0
H 4.72026 1.86230 -1.98652 0.0 0.0 -0.1
H 3.22125 -0.04902 -2.06979 0.0 0.0 -0.1
```
Positions in Å, forces in eV/Å.

***

(4)
One molecule with the formula C21H21NO5S at a distorted geometry, computed with ωB97M-V/def2-TZVPD.

Results
M, g mol⁻¹: 399.47
LUMO, eV: 0.480

Structure (XYZ):
```
49
Properties=species:S:1:pos:R:3:forces:R:3
C -5.11632 -0.56119 3.13906 0.1 0.0 0.2
H -4.50545 0.32035 3.35583 0.0 0.0 0.0
O -5.47877 -0.61650 1.77836 -0.1 0.0 -0.3
C -4.50077 -0.69887 0.84439 0.1 0.0 -0.2
C -4.93831 -0.74949 -0.48465 -0.1 0.1 0.2
C -4.02934 -0.82358 -1.51629 0.1 0.0 0.1
C -2.67249 -0.84309 -1.23065 0.3 -0.2 -0.4
C -2.23047 -0.81182 0.07602 0.1 -0.1 -0.3
C -3.13611 -0.73746 1.11913 -0.3 0.0 0.2
H -2.76812 -0.70522 2.13163 0.0 0.0 0.1
H -1.16882 -0.84673 0.26985 0.1 0.0 0.0
S -1.46948 -0.89447 -2.58250 -1.4 0.8 0.0
O -0.16208 -1.06469 -1.94860 1.1 -0.2 0.3
C -1.61381 0.97068 -2.95243 0.4 -0.7 0.2
C -1.26011 1.70751 -1.73664 -0.8 0.3 0.3
C -2.02953 2.22894 -0.72755 0.4 -0.1 -0.7
C -1.13137 2.66371 0.26709 0.9 -0.1 -0.1
C 0.12648 2.36793 -0.19337 -1.0 0.3 0.7
C 1.43901 2.50506 0.46132 0.2 0.0 -0.2
O 1.56490 2.95284 1.58643 -0.2 0.0 0.1
N 2.46927 2.08009 -0.30567 0.2 -0.1 -0.3
H 2.26256 1.65378 -1.19659 -0.1 0.0 0.1
C 3.80411 1.91094 0.21168 0.1 0.2 0.2
C 4.26370 0.47411 0.16673 0.2 -0.1 -0.1
C 5.61516 0.18047 0.06821 -0.1 0.2 0.0
C 6.03431 -1.13984 0.03869 0.0 -0.1 0.0
C 5.11707 -2.16749 0.09678 -0.2 -0.1 0.0
C 3.75355 -1.88363 0.19333 0.2 0.0 0.0
C 3.33663 -0.55832 0.23264 -0.2 -0.2 0.0
H 2.28849 -0.31831 0.31397 -0.1 0.0 0.0
O 2.92260 -2.95631 0.24760 0.4 0.0 0.0
C 1.53245 -2.72937 0.32256 -0.3 0.1 -0.1
H 1.26760 -2.19531 1.24171 0.0 0.0 0.0
H 1.16389 -2.17699 -0.54673 0.0 0.0 0.1
H 1.07561 -3.71780 0.34005 0.0 0.1 0.0
H 5.42686 -3.19996 0.06879 0.0 -0.1 0.0
H 7.08728 -1.36740 -0.03573 0.1 0.0 0.0
H 6.33747 0.98158 0.01767 0.1 0.1 0.0
H 4.50311 2.54045 -0.35122 0.0 -0.1 0.1
H 3.77843 2.26875 1.24754 0.1 0.0 -0.2
O 0.04323 1.79007 -1.41488 0.4 0.0 -0.1
H -1.36319 3.12626 1.20365 0.0 0.1 0.2
H -3.09847 2.29219 -0.70963 -0.2 -0.1 0.0
H -2.63501 1.15026 -3.27085 -0.1 0.1 0.0
H -0.90603 1.14789 -3.75954 0.0 0.0 -0.1
H -4.36744 -0.86455 -2.54085 -0.1 0.0 -0.1
H -5.99972 -0.72792 -0.67307 -0.1 0.0 0.0
H -6.05338 -0.49436 3.68907 0.1 0.0 0.0
H -4.57921 -1.46321 3.44764 0.0 0.0 0.0
```
Positions in Å, forces in eV/Å.

***

Number 1: HOMO-LUMO gap 7.2 eV. Number 2: HOMO-LUMO gap 7.1 eV. Number 3: HOMO-LUMO gap 8.0 eV. Number 4: HOMO-LUMO gap 8.7 eV.